# C3H7CsNO9S2

A molecular structure, C3H7CsNO9S2 (wB97M-V/def2-TZVPD, OMol25).

Last column: Löwdin charge in e.
Atoms and positions in Å:
Cs (-17.77, -3.38, 23.01)  1.1837
S (-16.16, 0.08, 24.04)  0.0686
O (-17.28, -0.82, 23.80)  -0.6503
O (-15.94, 0.15, 25.50)  -0.4402
O (-14.97, -0.53, 23.45)  -0.4731
O (-16.38, 1.35, 23.42)  -0.4525
S (-17.96, -4.45, 26.54)  -0.0171
O (-17.28, -3.60, 27.45)  -0.4124
O (-17.03, -4.82, 25.48)  -0.5957
O (-18.44, -5.61, 27.21)  -0.4584
O (-19.06, -3.71, 25.92)  -0.5317
C (-20.74, -1.95, 19.91)  -0.0250
C (-19.48, -1.58, 20.64)  -0.6169
O (-18.40, -2.00, 20.21)  -0.0709
N (-19.50, -0.83, 21.77)  0.0287
C (-20.70, -0.14, 22.35)  -0.0458
H (-20.70, -2.39, 18.91)  0.0707
H (-21.14, -0.95, 19.72)  0.0678
H (-21.40, -2.57, 20.51)  0.0803
H (-18.66, -0.69, 22.31)  0.0611
H (-21.66, -0.43, 21.92)  0.0605
H (-20.46, 0.92, 22.30)  0.0809
H (-20.80, -0.40, 23.40)  0.0878

- Charge: -3
- 2S+1: 1
- HOMO energy: 2.44 eV
- Lowest unoccupied orbital energy: 0.19633 hartree
- Orbital gap: 2.90 eV
- Relative energy (zero: lowest compared OMol25 entry of this formula, charge and spin): 216.3 kJ/mol

***

# C17H50N3O10PS4Si2

A molecular structure, C17H50N3O10PS4Si2 (wB97M-V/def2-TZVPD, OMol25).

Last column: Löwdin charge in e.
Atoms and positions in Å:
C (-0.04, 0.15, 1.41)  0.0097
C (0.29, 1.36, 0.42)  -0.4419
O (1.48, 1.71, 0.29)  0.0514
O (-0.81, 1.96, -0.19)  -0.0646
C (-0.48, 2.57, -1.46)  -0.2339
C (-1.74, 2.33, -2.42)  -0.2440
Si (-1.77, 0.48, -3.01)  0.3969
O (-0.49, -0.30, -2.14)  -0.3749
Si (-0.39, -2.00, -2.44)  0.5557
C (1.39, -2.51, -1.88)  -0.2183
C (2.46, -2.49, -3.07)  -0.4178
C (3.46, -1.23, -2.91)  -0.0714
O (3.32, -3.67, -2.87)  -0.1163
C (-1.59, -3.08, -1.41)  -0.1997
C (-3.14, -2.82, -1.67)  -0.6666
N (-3.53, -2.68, -3.10)  0.0602
N (-3.66, -1.71, -0.80)  0.0443
N (-3.85, -4.08, -1.18)  0.0189
P (-1.52, 0.54, -5.20)  0.7280
O (-3.08, 1.07, -5.76)  -0.3922
O (-1.34, -1.01, -5.89)  -0.3999
H (0.54, 0.24, 2.38)  0.0710
H (0.22, -0.87, 0.95)  0.0599
H (-1.15, 0.14, 1.69)  0.0913
H (0.45, 2.15, -1.95)  0.1205
H (-0.27, 3.69, -1.29)  0.1338
H (-1.59, 3.01, -3.33)  0.0795
H (-2.73, 2.61, -1.92)  0.0873
H (-3.11, -0.01, -2.70)  -0.0300
H (-0.49, -2.39, -3.84)  0.0072
H (1.36, -3.50, -1.31)  0.0721
H (1.74, -1.73, -1.11)  0.0798
H (2.01, -2.54, -4.11)  0.1292
H (3.76, -1.09, -1.81)  0.0839
H (3.04, -0.27, -3.35)  0.0785
H (4.44, -1.50, -3.45)  0.0822
H (3.67, -3.56, -1.96)  0.0883
H (-1.30, -3.00, -0.30)  0.0776
H (-1.37, -4.17, -1.69)  0.1065
H (-4.28, -1.97, -3.09)  0.0676
H (-4.01, -3.52, -3.44)  0.0834
H (-3.36, -2.00, 0.15)  0.0690
H (-4.69, -1.80, -0.77)  0.0748
H (-4.82, -3.98, -1.51)  0.0603
H (-3.80, -4.13, -0.15)  0.0657
H (-3.75, 0.52, -5.28)  -0.0093
H (-2.01, -1.64, -5.52)  0.0275
C (4.28, 2.28, 5.35)  -0.2726
S (2.56, 1.77, 5.23)  0.8065
O (2.53, 0.40, 4.65)  -0.5738
C (2.11, 2.92, 3.92)  -0.2706
H (4.78, 1.66, 6.09)  0.0511
H (4.78, 2.15, 4.38)  0.0612
H (4.34, 3.32, 5.66)  0.0336
H (2.73, 2.75, 3.04)  0.0581
H (2.23, 3.95, 4.27)  0.0492
H (1.06, 2.76, 3.65)  0.0449
C (-7.13, -0.10, -7.05)  -0.2639
S (-6.57, 1.15, -5.88)  0.8218
O (-5.96, 0.44, -4.72)  -0.5675
C (-8.22, 1.69, -5.38)  -0.2675
H (-6.25, -0.60, -7.47)  0.0531
H (-7.76, -0.84, -6.55)  0.0577
H (-7.69, 0.37, -7.86)  0.0545
H (-8.78, 0.84, -4.97)  0.0576
H (-8.75, 2.11, -6.24)  0.0540
H (-8.12, 2.45, -4.61)  0.0517
C (-0.04, -4.43, 3.43)  -0.2643
S (0.99, -3.35, 2.42)  0.8116
O (0.88, -3.82, 1.01)  -0.5571
C (2.57, -3.91, 3.07)  -0.2565
H (-1.08, -4.27, 3.16)  0.0464
H (0.23, -5.48, 3.25)  0.0580
H (0.11, -4.19, 4.49)  0.0546
H (2.67, -4.99, 2.91)  0.0581
H (2.63, -3.69, 4.14)  0.0567
H (3.37, -3.39, 2.54)  0.0538
C (7.95, 5.56, 8.53)  -0.2726
S (6.22, 5.05, 8.42)  0.8090
O (6.19, 3.68, 7.83)  -0.5597
C (5.77, 6.21, 7.10)  -0.2754
H (8.44, 4.93, 9.27)  0.0504
H (8.44, 5.43, 7.56)  0.0583
H (8.00, 6.60, 8.84)  0.0522
H (6.40, 6.03, 6.22)  0.0587
H (5.90, 7.23, 7.46)  0.0522
H (4.73, 6.04, 6.84)  0.0451

- 2S+1: 1
- HOMO energy: -7.92 eV
- Lowest unoccupied orbital energy: 0.01912 hartree
- Orbital gap: 8.44 eV
- Relative energy (zero: lowest compared OMol25 entry of this formula, charge and spin): 316.0 kJ/mol

***

# H8N2Si2

2 unconnected molecules or ions with the total composition H8N2Si2 (wB97M-V/def2-TZVPD, OMol25).

Last column: Löwdin charge in e.
Atoms and positions in Å:
N (1.12, 2.58, -0.75)  -0.2343
N (-1.13, -2.43, 0.83)  -0.2361
Si (0.23, 1.69, 0.47)  0.5104
Si (-0.37, -1.93, -0.62)  0.4814
H (2.04, 2.95, -0.48)  0.0184
H (0.45, 3.10, -1.28)  -0.0227
H (-0.88, -3.31, 1.15)  -0.0319
H (-0.66, -1.85, 1.55)  -0.0027
H (0.69, 2.15, 1.77)  -0.1435
H (-1.22, 1.84, -0.13)  -0.0946
H (-1.25, -2.18, -1.88)  -0.1160
H (0.98, -2.60, -0.65)  -0.1283

- 2S+1: 1
- HOMO energy (spin up / spin down): -7.20 / -7.42 eV
- Lowest unoccupied orbital energy (spin up / spin down): -0.01457 / -0.01331 hartree
- Orbital gap (spin up / spin down): 6.81 / 7.06 eV
- Relative energy (zero: lowest compared OMol25 entry of this formula, charge and spin): 418.2 kJ/mol

***

# C4H8O2

A molecular structure, C4H8O2 (wB97M-V/def2-TZVPD, OMol25).

Last column: Löwdin charge in e.
Atoms and positions in Å:
O (-2.50, 0.86, 0.36)  -0.0606
C (0.76, 0.46, -0.61)  -0.1490
C (1.84, -0.07, 0.28)  -0.0797
C (0.50, 0.10, 0.86)  -0.2566
O (-0.36, -0.99, 0.50)  -0.1090
C (-0.22, -0.65, -0.91)  -0.1408
H (-3.21, 0.24, 0.16)  0.0443
H (0.89, 1.33, -1.25)  0.1358
H (2.49, 0.72, 0.65)  0.1150
H (2.26, -1.06, 0.17)  0.1142
H (-1.82, 0.28, 0.74)  -0.0006
H (0.38, 0.54, 1.85)  0.1542
H (0.14, -1.50, -1.51)  0.1229
H (-1.17, -0.28, -1.29)  0.1099

- 2S+1: 1
- HOMO energy: -9.63 eV
- Lowest unoccupied orbital energy: 0.03737 hartree
- Orbital gap: 10.65 eV
- Relative energy (zero: lowest compared OMol25 entry of this formula, charge and spin): 301.6 kJ/mol

***

# C14H33O5PRuS5

A molecular structure, C14H33O5PRuS5 (wB97M-V/def2-TZVPD, OMol25).

Last column: Löwdin charge in e.
Atoms and positions in Å:
Ru (-0.53, 1.02, 0.26)  0.5734
S (-2.76, 4.87, -0.41)  0.6248
C (-1.99, 3.49, -0.04)  -1.7000
S (-0.24, 3.15, -0.13)  0.5629
S (-2.58, 1.97, 0.56)  0.5644
C (-0.52, 3.27, 3.93)  -0.0496
O (-0.86, 1.92, 3.54)  -0.2838
P (-0.07, 1.13, 2.44)  0.5416
O (1.41, 1.05, 2.97)  -0.2663
C (2.58, 1.31, 2.18)  -0.0841
O (-0.61, -0.37, 2.72)  -0.3403
C (-1.96, -0.65, 3.13)  -0.0876
H (-0.52, 3.30, 5.02)  0.0990
H (-1.27, 3.95, 3.53)  0.0964
H (0.47, 3.55, 3.56)  0.0855
H (3.24, 0.45, 2.29)  0.0626
H (3.05, 2.21, 2.55)  0.0963
H (2.32, 1.43, 1.13)  0.0510
H (-2.01, -1.72, 3.29)  0.0950
H (-2.67, -0.36, 2.36)  0.0619
H (-2.19, -0.13, 4.06)  0.0916
O (-1.28, 0.92, -1.77)  -0.7287
S (-1.17, 0.02, -2.99)  1.0101
C (-0.75, 1.15, -4.36)  -0.2909
C (-2.04, 1.51, -5.08)  -0.2143
C (-2.92, 0.26, -5.01)  -0.2221
C (-2.89, -0.17, -3.55)  -0.2870
H (-0.05, 0.61, -5.00)  0.0972
H (-0.23, 1.99, -3.89)  0.0992
H (-1.85, 1.82, -6.10)  0.1222
H (-2.53, 2.34, -4.56)  0.1245
H (-2.52, -0.52, -5.65)  0.1198
H (-3.95, 0.45, -5.33)  0.1243
H (-3.21, -1.19, -3.36)  0.0952
H (-3.45, 0.51, -2.91)  0.1068
C (3.71, -3.46, 1.81)  -0.3912
S (2.32, -2.31, 1.95)  0.7757
C (1.90, -2.58, 3.68)  -0.3825
H (4.49, -3.20, 2.51)  0.0404
H (4.11, -3.38, 0.80)  0.0302
H (3.38, -4.48, 1.98)  0.0411
H (1.56, -3.60, 3.84)  0.0430
H (1.09, -1.89, 3.92)  0.0133
H (2.75, -2.36, 4.32)  0.0450
C (-1.21, -2.21, 0.07)  -0.0559
C (0.08, -2.19, -0.71)  -0.2865
O (0.61, -0.86, -0.73)  -0.3289
C (1.90, -0.82, -1.37)  -0.2487
C (2.25, 0.60, -1.76)  -0.0541
H (-1.80, -3.09, -0.19)  0.0962
H (-1.83, -1.33, -0.16)  0.0614
H (-1.00, -2.23, 1.14)  0.0571
H (-0.08, -2.50, -1.75)  0.1112
H (0.81, -2.86, -0.25)  0.0809
H (1.85, -1.47, -2.25)  0.1260
H (2.64, -1.24, -0.68)  0.0952
H (2.00, 0.82, -2.79)  0.0726
H (3.32, 0.79, -1.63)  0.0903
H (1.72, 1.32, -1.13)  0.0175

- Charge: +1
- ⟨S²⟩: 0.76
- 2S+1: 2
- HOMO energy (spin up / spin down): -10.84 / -10.74 eV
- Lowest unoccupied orbital energy (spin up / spin down): -0.11916 / -0.16308 hartree
- Orbital gap (spin up / spin down): 7.60 / 6.30 eV
- Relative energy (zero: lowest compared OMol25 entry of this formula, charge and spin): 132.8 kJ/mol

***

# C4H14N4

A gas-phase ion, C4H14N4 (charge +2) (wB97M-V/def2-TZVPD, OMol25).

Last column: Löwdin charge in e.
Atoms and positions in Å:
C (1.50, 2.09, 1.52)  -0.0320
N (0.38, 1.42, 1.02)  -0.0222
N (0.42, 0.71, -0.11)  0.1189
C (-0.50, -0.59, -0.25)  -0.5048
C (-1.44, -0.67, 0.90)  0.0141
C (-1.35, -0.13, -1.44)  -0.0108
N (0.44, -1.59, -0.50)  0.1126
N (0.94, -1.96, -1.73)  0.2859
H (2.48, 1.66, 1.18)  0.1281
H (1.68, 3.13, 1.17)  0.1348
H (1.35, 2.45, 2.58)  0.1425
H (-0.67, 1.70, 1.35)  0.2480
H (1.41, 0.60, -0.42)  0.1769
H (-2.44, -0.82, 0.44)  0.1269
H (-1.39, 0.21, 1.56)  0.0798
H (-1.09, -1.48, 1.67)  0.1521
H (-0.73, 0.19, -2.33)  0.1165
H (-1.92, 0.79, -1.15)  0.1343
H (-1.87, -1.08, -1.64)  0.1133
H (0.80, -2.15, 0.23)  0.1763
H (1.67, -2.62, -1.55)  0.1637
H (0.33, -1.86, -2.51)  0.1453

- Charge: +2
- Structure (SMILES): C/[NH+]=[NH+]/C(C)(C)NN
- 2S+1: 1
- HOMO energy (spin up / spin down): -19.33 / -17.93 eV
- Lowest unoccupied orbital energy (spin up / spin down): -0.36061 / -0.39681 hartree
- Orbital gap (spin up / spin down): 9.52 / 7.13 eV
- Relative energy (zero: lowest compared OMol25 entry of this formula, charge and spin): 647.0 kJ/mol

***

# C19H14CrF10N9O

A molecular structure, C19H14CrF10N9O (wB97M-V/def2-TZVPD, OMol25).

Last column: Löwdin charge in e.
Atoms and positions in Å:
Cr (0.09, 0.36, 0.10)  0.7043
C (-0.39, 3.84, 0.65)  -0.0867
N (-0.02, 2.85, -0.34)  -0.2698
C (-1.05, 2.66, -1.34)  -0.2038
C (-2.29, 1.94, -0.78)  -0.2209
N (-1.97, 0.69, -0.12)  -0.0601
C (-2.97, -0.10, 0.20)  -0.2137
C (-4.36, -0.01, -0.17)  -0.1232
F (-4.86, 1.09, -0.80)  0.0425
C (-5.29, -0.99, 0.11)  -0.1580
F (-6.57, -0.81, -0.29)  0.0892
C (-4.95, -2.15, 0.80)  -0.1565
F (-5.87, -3.11, 1.05)  0.0727
C (-3.63, -2.26, 1.25)  -0.1600
F (-3.26, -3.34, 1.97)  0.0919
C (-2.71, -1.27, 0.98)  -0.1584
F (-1.46, -1.40, 1.52)  0.0459
C (1.31, 3.11, -0.87)  -0.1914
C (2.33, 2.26, -0.10)  -0.2346
N (2.04, 0.88, -0.40)  -0.0882
C (3.02, -0.02, -0.33)  -0.2156
C (2.98, -1.14, -1.20)  -0.1867
F (2.03, -1.12, -2.18)  0.0541
C (3.88, -2.18, -1.16)  -0.1690
F (3.75, -3.24, -1.99)  0.0828
C (4.95, -2.14, -0.27)  -0.1567
F (5.83, -3.16, -0.19)  0.0702
C (5.10, -1.01, 0.54)  -0.1531
F (6.15, -0.93, 1.37)  0.0884
C (4.18, 0.02, 0.50)  -0.1278
F (4.38, 1.07, 1.33)  0.0719
H (-0.58, 4.83, 0.19)  0.0894
H (0.42, 3.95, 1.37)  0.0861
H (-1.27, 3.52, 1.20)  0.0810
H (-0.64, 2.05, -2.15)  0.1172
H (-1.40, 3.62, -1.76)  0.1218
H (-2.96, 1.79, -1.63)  0.1143
H (-2.80, 2.61, -0.07)  0.1156
H (1.57, 4.18, -0.79)  0.1150
H (1.35, 2.82, -1.92)  0.1172
H (2.24, 2.47, 0.98)  0.1002
H (3.34, 2.53, -0.43)  0.1204
N (0.92, -4.55, 0.08)  0.1394
N (0.29, -3.42, -0.35)  -0.2449
N (-0.83, -3.44, -1.03)  0.1505
C (-1.04, -2.16, -1.27)  -0.1610
N (-0.08, -1.37, -0.74)  -0.1007
N (0.77, -2.21, -0.15)  0.1167
H (0.24, -5.20, 0.49)  0.1045
H (1.64, -4.29, 0.75)  0.1105
H (-1.90, -1.80, -1.80)  0.1265
O (0.02, 1.33, 4.24)  0.0173
C (0.10, 1.20, 3.06)  -0.5317
N (0.21, 1.15, 1.89)  0.0152

- Charge: -1
- ⟨S²⟩: 6.02
- 2S+1: 5
- HOMO energy (spin up / spin down): -4.22 / -4.60 eV
- Lowest unoccupied orbital energy (spin up / spin down): 0.09141 / 0.09088 hartree
- Orbital gap (spin up / spin down): 6.70 / 7.08 eV

***

Number 1: maximum force 4.23 eV/Å. Number 2: maximum force 3.27 eV/Å. Number 3: maximum force 2.69 eV/Å. Number 4: maximum force 0.72 eV/Å. Number 5: maximum force 1.46 eV/Å. Number 6: maximum force 4.68 eV/Å. Number 7: maximum force 3.35 eV/Å.